Record 1
The following is a DFT calculation (ωB97M-V with the def2-TZVPD basis set) of 12 unconnected molecules or ions with the total composition C34H74F12N14O26S12 in a non-equilibrium geometry.

```
172
Properties=species:S:1:pos:R:3:mulliken_charge:R:1
S -4.48 -0.88 -2.77 0.923
S -2.68 3.68 3.82 0.846
S -4.35 -3.02 -2.00 0.926
S 1.18 -3.77 -2.23 0.726
S 2.54 6.24 -2.05 1.079
S -1.64 5.98 -4.41 0.648
S 2.80 -0.18 6.10 1.117
S 2.38 -1.85 -2.28 1.127
S 2.59 5.29 0.04 1.087
S -2.51 3.93 -4.77 0.929
S 1.53 -1.59 4.57 0.872
S -0.38 3.79 3.77 0.945
F -3.74 3.03 -4.26 -0.291
F 3.59 5.57 1.23 -0.265
F 2.10 -0.28 -2.37 -0.188
F -3.30 0.06 -3.25 -0.200
F -1.73 7.09 -3.28 -0.351
F 0.49 -2.80 4.90 -0.281
F -3.43 -4.29 -2.24 -0.348
F 0.02 -4.29 -3.24 -0.341
F 0.95 2.98 4.21 -0.189
F 2.38 0.87 7.21 -0.288
F -3.48 3.67 5.22 -0.320
F 3.47 7.11 -3.01 -0.358
O -5.42 -0.64 -3.89 -0.588
O 2.20 -4.72 -2.59 -0.591
O -2.96 4.07 -6.14 -0.630
O -0.11 5.11 4.41 -0.686
O -4.16 -2.93 -0.55 -0.508
O -2.05 6.75 -5.58 -0.646
O 3.24 0.75 5.06 -0.472
O 1.29 5.86 0.46 -0.430
O 2.66 3.82 -0.13 -0.296
O -3.49 2.74 2.99 -0.393
O 2.29 5.03 -2.82 -0.158
O 2.81 -2.27 4.30 -0.590
O -6.91 1.01 2.98 -0.453
O -0.21 5.65 -4.33 -0.394
O 3.43 -1.90 -3.24 -0.728
O -5.59 -3.56 -2.57 -0.710
O 1.46 7.18 -1.88 -0.376
O -1.37 3.08 -4.77 -0.477
O 0.63 -3.98 -0.89 -0.565
O -4.71 -0.27 -1.45 -0.495
O 0.93 -0.95 3.38 -0.258
O 2.65 -1.94 -0.81 -0.325
O -4.35 4.03 0.01 -0.435
O -2.71 5.05 3.35 -0.512
O 3.84 -1.06 6.66 -0.665
O -0.45 3.68 2.29 -0.405
N 4.80 2.26 -5.23 0.253
N -4.37 5.79 -1.60 0.273
N -2.74 5.19 -3.67 -0.235
N -1.51 1.07 -0.40 1.387
N -1.53 -0.84 0.89 1.226
N -2.31 -6.77 1.40 0.480
N 1.09 -2.20 -2.77 -0.030
N 6.03 -0.33 1.83 0.659
N 1.42 -0.83 6.04 -0.441
N -1.31 2.92 4.41 -0.251
N 2.82 1.16 -4.98 0.531
N -3.50 -2.24 -2.84 0.014
N 3.54 6.18 -1.00 -0.297
N -7.99 -1.10 2.81 -0.120
C -5.72 5.28 -2.16 -0.741
C 6.86 -1.56 1.36 -0.744
C -6.76 -0.19 2.73 0.165
C 7.13 2.79 -4.95 -1.125
C -1.33 -2.24 1.24 -1.320
C -2.11 -7.10 -1.18 -0.844
C -1.94 -6.17 0.04 -0.277
C 2.91 2.00 -3.96 -1.513
C -3.82 5.13 -0.31 0.859
C -2.28 -5.62 2.53 -0.303
C 5.93 2.80 -5.88 -0.205
C 3.96 1.28 -5.82 -0.366
C -2.60 5.76 0.36 -0.911
C 5.94 -0.79 3.32 -0.376
C -1.30 -0.28 -0.37 -0.963
C -0.56 3.23 -1.27 1.276
C 4.63 -0.26 1.09 -0.903
C -1.89 0.25 1.72 -0.772
C 2.26 0.86 1.09 -0.357
C 7.80 -1.95 2.50 -0.675
C 4.16 2.64 -4.07 -0.587
C 3.81 1.05 1.45 -0.427
C 1.68 0.30 -5.28 -0.229
C -1.28 -7.74 2.03 -0.513
C 6.79 1.03 1.60 -0.928
C -0.77 -5.52 2.93 -0.332
C -1.81 1.37 0.93 -0.719
C -5.42 -0.82 2.37 -0.409
C -1.29 -6.60 -2.44 -1.328
C 7.32 -1.34 3.75 -0.596
C -8.44 -1.47 4.25 -0.787
C -0.46 -7.00 3.06 -0.773
C -1.42 2.02 -1.51 -1.121
C -3.67 -7.40 1.27 -0.984
H -2.10 2.34 1.31 -0.011
H 4.82 3.31 -3.55 0.581
H -8.80 -0.88 2.25 0.391
H -1.53 -2.89 0.38 0.290
H 3.99 1.31 2.50 0.248
H -4.33 -6.74 0.70 0.317
H -3.10 6.54 0.94 0.536
H -3.65 -8.22 0.55 0.397
H -1.49 -7.37 -3.19 0.408
H 6.76 1.37 0.57 0.298
H 7.82 0.86 1.91 0.447
H 1.80 -0.10 1.30 0.274
H -5.28 -1.24 1.37 0.366
H -2.29 0.12 2.72 0.960
H 0.70 0.73 -5.49 0.305
H 1.93 1.29 0.14 -0.209
H 1.73 1.50 1.80 0.153
H -0.65 -7.23 4.10 0.337
H -0.37 -2.44 1.72 0.058
H 2.07 2.16 -3.30 1.249
H -4.11 -7.64 2.24 0.401
H 6.93 2.77 -3.88 0.289
H -1.91 5.18 0.97 -0.143
H -2.53 -5.26 -0.02 0.240
H -0.79 -0.86 -1.12 0.602
H -9.12 -2.32 4.15 0.382
H -1.24 1.54 -2.47 0.418
H -5.17 -1.59 3.10 0.486
H -1.98 -8.17 -1.01 0.537
H -5.58 4.25 -2.51 0.265
H 7.88 -3.03 2.58 0.386
H 4.30 1.89 0.96 0.463
H -6.43 5.52 -1.37 0.377
H 0.58 -7.27 2.86 0.349
H 6.22 2.16 -6.71 0.238
H 1.53 -0.20 -4.32 -0.144
H -7.56 -1.80 4.80 0.333
H -1.65 -5.68 -2.89 0.252
H -2.05 6.33 -0.38 0.453
H 7.59 3.77 -4.98 0.361
H -0.77 -5.11 3.94 0.439
H -0.80 -8.37 1.29 0.414
H 4.02 0.74 -6.75 0.395
H 5.82 3.84 -6.18 0.321
H 7.30 -1.28 0.40 0.471
H -2.07 -2.63 1.93 0.397
H -0.84 3.96 -0.51 -0.515
H -0.23 -6.52 -2.17 0.358
H 4.85 -0.34 0.03 0.427
H 4.08 -1.17 1.33 0.197
H 6.41 1.81 2.27 0.289
H 0.42 2.78 -1.09 -0.458
H -4.27 6.79 -1.49 0.506
H -0.42 3.82 -2.17 0.035
H 6.06 -2.26 1.13 0.356
H -4.59 -0.15 2.59 -0.084
H -2.53 -4.65 2.11 -0.088
H 7.85 1.97 -5.03 0.347
H -7.81 -2.02 2.43 0.409
H 8.04 -0.56 3.99 0.327
H -3.11 -7.05 -1.63 0.403
H -3.64 5.60 -2.28 0.153
H -9.06 -0.78 4.82 0.320
H 8.79 -1.58 2.23 0.313
H -1.95 -8.32 2.66 0.312
H 7.32 -2.06 4.57 0.362
H -2.90 -5.69 3.42 0.500
H 5.13 -1.51 3.35 0.070
H 5.53 0.07 3.86 0.421
H -6.04 5.84 -3.04 0.346
H 1.97 -0.49 -5.97 0.246
H -0.16 -4.85 2.32 0.170
H -0.85 -6.09 0.08 0.212
H -2.47 2.25 -1.67 0.052
```

## Properties
DFT total energy ... -273156.9682 eV
Expectation value of S² ... 0.762
Multiplicity ... 2
Kohn-Sham gap (spin up / spin down) ... 0.2669 / 0.1077 Ha
Total charge ... +1
HOMO level (spin up / spin down) ... -10.4242 / -10.4242 eV
E_LUMO (spin up / spin down) ... -3.16 / -7.49 eV


Record 2
The following is a DFT calculation (ωB97M-V with the def2-TZVPD basis set) of 13 unconnected molecules or ions with the total composition C17H49N13O29S in a non-equilibrium geometry.

```
109
Properties=species:S:1:pos:R:3:mulliken_charge:R:1
S -1.08 -0.46 -0.01 1.017
O -1.64 6.95 -2.94 -0.496
O -0.78 1.23 -0.06 -0.307
O 2.36 1.33 -4.80 -0.534
O 1.31 -2.66 1.68 -0.461
O 2.70 -5.74 -1.02 -0.536
O -2.16 7.62 -4.92 -0.523
O 1.19 1.11 5.44 -0.505
O 5.81 2.48 5.51 -0.591
O -4.88 5.00 -1.38 -0.630
O -1.97 -8.17 -2.77 -0.512
O -0.26 -8.02 -4.07 -0.521
O 7.87 0.83 -0.04 -0.499
O -4.89 -3.40 -1.31 -0.567
O 4.59 -1.68 1.18 -0.437
O 8.17 -0.59 -1.63 -0.502
O 4.18 2.25 4.11 -0.506
O -5.21 4.35 -3.40 -0.535
O -11.12 -1.37 -0.23 -0.541
O 0.60 2.52 3.92 -0.583
O 2.35 0.98 8.24 -0.487
O 1.16 1.57 9.94 -0.537
O -0.31 -1.04 1.36 -0.394
O -5.66 0.76 -3.31 -0.585
O -9.61 -0.95 1.24 -0.536
O -0.41 -0.95 -1.24 -0.472
O -7.08 1.50 -1.88 -0.638
O 2.05 -4.23 -2.42 -0.502
O 0.59 1.24 -6.02 -0.566
O -3.47 -1.98 -0.54 -0.549
N 1.96 1.79 9.05 0.899
N -5.95 1.32 -2.28 1.096
N -9.99 -1.12 0.11 0.905
N -4.89 5.18 -2.58 1.000
N -1.00 -8.64 -3.34 0.872
N 1.92 -5.28 -1.83 0.942
N -1.49 7.65 -3.91 0.852
N 8.55 0.08 -0.70 0.832
N 4.84 1.90 5.07 0.974
N 1.18 1.12 -4.97 0.924
N 0.46 1.49 4.55 0.962
N -0.42 1.72 1.20 -0.271
N -4.12 -2.48 -1.44 0.996
C 2.19 -2.15 0.66 1.018
C 4.15 0.68 0.85 -0.724
C 0.38 0.70 -3.79 -0.637
C 2.51 3.16 8.95 -0.741
C 9.99 -0.03 -0.33 -0.740
C -8.97 -0.98 -0.97 -0.636
C 3.65 -2.67 0.84 -0.649
C 4.68 -0.65 0.19 0.306
C -0.38 8.64 -3.86 -0.733
C -0.70 -10.07 -3.13 -0.739
C 0.70 -6.07 -2.13 -0.917
C 4.42 0.65 5.75 -0.568
C -0.02 -2.44 1.30 -0.495
C -4.46 6.50 -3.10 -0.744
C -3.95 -1.92 -2.80 -0.659
C -4.85 1.83 -1.42 -0.645
C -0.71 0.64 4.20 -0.358
H -4.20 7.13 -2.25 0.313
H -1.45 -10.49 -2.46 0.307
H -0.62 -2.93 2.09 0.294
H 0.55 8.08 -3.72 0.291
H -0.16 -5.46 -1.87 0.342
H -9.45 -1.15 -1.93 0.309
H -8.20 -1.73 -0.78 0.271
H -3.60 -2.73 -3.45 0.319
H 4.31 0.54 1.94 0.141
H 5.26 -0.04 5.71 0.324
H 3.55 0.25 5.25 0.173
H -0.61 0.36 3.16 -0.065
H 5.74 -0.50 -0.11 -0.169
H 0.59 1.81 1.27 0.132
H -0.70 -0.23 4.84 0.334
H 2.09 -1.05 0.65 -0.381
H -0.85 2.62 1.36 0.209
H -0.36 9.19 -4.79 0.311
H -3.61 6.34 -3.74 0.273
H 0.29 -10.14 -2.69 0.296
H 2.08 3.77 9.73 0.310
H -4.92 1.33 -0.46 0.374
H -3.90 1.59 -1.91 0.208
H 4.13 -0.89 -0.74 0.275
H 3.93 -3.29 -0.03 0.290
H 4.18 0.91 6.78 0.187
H 0.71 -6.30 -3.19 0.382
H 3.61 -3.37 1.71 0.285
H -0.56 9.30 -3.02 0.284
H 2.25 3.54 7.96 0.267
H -0.74 -10.56 -4.10 0.292
H 10.57 0.27 -1.20 0.279
H -5.30 6.92 -3.65 0.319
H 4.75 1.55 0.54 0.435
H -8.56 0.02 -0.91 0.249
H -0.27 -2.93 0.34 0.333
H 10.18 -1.07 -0.08 0.293
H 3.06 0.81 0.71 -0.064
H 0.72 -6.98 -1.54 0.304
H -0.40 1.44 -3.64 0.259
H 3.59 3.09 9.07 0.288
H -4.92 -1.56 -3.13 0.250
H -4.97 2.90 -1.32 0.189
H 1.83 -2.50 -0.34 0.085
H -0.05 -0.27 -4.03 0.292
H -3.23 -1.11 -2.76 0.163
H 1.03 0.63 -2.93 0.238
H 10.18 0.62 0.51 0.317
H -1.60 1.24 4.37 0.301
```

## Properties
DFT total energy ... -107969.8257 eV
Kohn-Sham gap ... 0.3268 Ha
Total charge ... 0
HOMO level ... -9.3336 eV
E_LUMO ... -0.44 eV


Record 3
The following is a DFT calculation (ωB97M-V with the def2-TZVPD basis set) of a molecular structure, C6H8LiMgO6 in a non-equilibrium geometry.

```
22
Properties=species:S:1:pos:R:3:nbo_charge:R:1
Mg 0.16 2.75 -0.32 1.850
O -0.04 -1.84 -0.30 -0.581
O 1.41 1.92 1.00 -0.840
O 1.23 0.58 -0.76 -0.898
O -1.38 1.83 -0.85 -1.158
O 2.65 0.08 0.83 -0.469
O -1.81 -0.69 -0.11 -0.595
C -2.59 0.30 0.57 -0.097
C 2.92 -1.06 -0.02 -0.106
C 1.73 0.89 0.37 0.990
C 1.63 -1.86 -0.06 -0.052
C -0.85 -1.36 0.58 0.447
C -2.64 1.52 -0.35 -0.082
Li -0.59 0.20 -1.53 0.908
H -2.08 0.54 1.52 0.202
H 3.71 -1.63 0.47 0.257
H -3.59 -0.10 0.77 0.215
H 1.53 -2.32 0.93 0.219
H -3.32 1.30 -1.20 0.176
H 1.83 -2.68 -0.76 0.221
H -3.09 2.35 0.22 0.182
H 3.18 -0.74 -1.03 0.213
```

## Properties
ΔE to the lowest compared entry with this formula, charge and spin ... 7.1 kcal per mole
DFT total energy ... -24280.2652 eV
Kohn-Sham gap ... 0.2535 Ha
Total charge ... +1
HOMO level ... -12.1763 eV
E_LUMO ... -5.28 eV


Record 4
The following is a DFT calculation (ωB97M-V with the def2-TZVPD basis set) of a molecular structure, H6O9SV in a non-equilibrium geometry.

```
17
Properties=species:S:1:pos:R:3:mulliken_charge:R:1
V 0.54 0.34 0.63 1.125
S -2.69 -0.97 0.83 1.075
O 0.69 1.66 1.51 -0.516
O -3.48 -0.72 2.00 -0.694
O -1.51 -0.11 0.84 -0.470
O 0.42 -1.00 -1.17 -0.426
O -3.32 -0.81 -0.45 -0.732
O -2.26 -2.35 0.92 -0.779
O 0.96 -0.88 1.59 -0.490
O 0.23 1.76 -1.04 -0.305
O 2.82 0.54 0.26 -0.448
H 3.69 0.19 0.47 0.280
H 0.81 -1.17 -2.03 0.261
H -0.64 2.06 -1.28 0.287
H 2.93 0.97 -0.59 0.271
H 0.00 -1.82 -0.93 0.321
H 0.82 2.31 -1.55 0.240
```

## Properties
ΔE to the lowest compared entry with this formula, charge and spin ... 59.5 kcal per mole
DFT total energy ... -55048.9241 eV
Kohn-Sham gap ... 0.1643 Ha
Total charge ... -1
HOMO level ... -3.1203 eV
E_LUMO ... 1.35 eV